(1)
This record from OMol25 describes C36H40O3P2SZn as an isolated structure. The level of theory is ωB97M-V with the def2-TZVPD basis set.

```
83
Properties=species:S:1:pos:R:3:mulliken_charge:R:1
Zn -0.89 0.33 1.00 0.79
C -1.89 0.93 -2.86 -1.00
C -1.93 -0.46 -2.50 0.66
C -1.27 -1.38 -3.67 -0.97
C 0.13 -0.96 -4.21 -1.15
C 0.96 -0.33 -3.14 0.11
C 0.97 1.00 -3.00 0.30
C 0.23 1.90 -3.90 -1.09
C -1.28 1.52 -4.07 -0.98
C 1.68 0.56 2.67 -1.83
H -2.58 1.58 -2.31 0.39
H -2.96 -0.93 -2.50 0.60
H -1.95 -1.33 -4.55 0.49
H -1.23 -2.45 -3.35 0.22
H 0.62 -1.88 -4.57 0.49
H 0.03 -0.34 -5.12 0.36
H 1.70 -1.04 -2.75 0.60
H 1.61 1.51 -2.30 -0.28
H 0.71 1.88 -4.89 0.31
H 0.31 2.94 -3.55 0.35
H -1.78 2.46 -4.33 0.53
H -1.37 0.92 -4.99 0.38
H 0.65 0.92 2.81 0.54
H 2.36 1.24 3.19 0.54
H 1.72 -0.42 3.16 0.51
P -1.86 -0.77 -0.68 2.89
P 2.35 0.40 1.02 1.35
C 0.04 -0.98 -0.47 -2.30
C 1.22 -0.27 -0.21 1.27
C -2.72 -2.22 0.12 0.07
C -2.75 -3.44 -0.57 -0.21
C -3.35 -4.57 -0.03 -0.78
C -3.93 -4.52 1.24 -0.57
C -3.79 -3.37 2.00 -0.76
C -3.19 -2.23 1.45 -0.43
C -2.83 0.84 -0.03 -0.22
C -2.21 2.10 0.25 -0.12
C -2.96 3.29 0.23 -0.93
C -4.35 3.27 0.05 -0.73
C -4.98 2.03 -0.07 -0.68
C -4.25 0.84 -0.10 -0.94
C 3.74 -0.73 1.22 0.29
C 3.49 -1.99 1.80 -0.59
C 4.53 -2.90 1.97 -0.73
C 5.83 -2.57 1.57 -0.51
C 6.08 -1.29 1.06 -0.59
C 5.05 -0.37 0.87 -0.34
C 2.77 2.05 0.47 0.45
C 2.44 3.20 1.19 -0.41
C 2.72 4.45 0.65 -0.67
C 3.32 4.57 -0.61 -0.64
C 3.52 3.42 -1.37 -0.53
C 3.26 2.16 -0.83 -0.90
H 0.23 -1.91 -1.03 0.43
H 1.91 -0.28 -1.08 -0.36
H -2.30 -3.47 -1.57 0.18
H -3.40 -5.48 -0.64 0.41
H -4.48 -5.38 1.62 0.38
H -4.18 -3.35 3.02 0.40
H -3.10 -1.33 2.06 0.51
H -1.10 2.20 0.38 0.79
H -2.45 4.24 0.35 0.43
H -4.92 4.19 0.02 0.38
H -6.06 1.99 -0.19 0.41
H -4.77 -0.11 -0.25 0.39
H 2.50 -2.20 2.18 0.37
H 4.32 -3.85 2.43 0.42
H 6.63 -3.30 1.66 0.37
H 7.10 -1.00 0.81 0.38
H 5.25 0.64 0.49 0.31
H 1.99 3.10 2.18 0.37
H 2.54 5.35 1.24 0.42
H 3.65 5.55 -0.99 0.40
H 3.91 3.48 -2.39 0.40
H 3.41 1.26 -1.45 0.79
C -1.25 -0.89 5.70 -1.10
S -0.85 -1.37 4.00 1.10
O 0.59 -1.69 4.03 -0.76
O -1.80 -2.41 3.67 -0.60
O -1.14 -0.14 3.16 -0.79
H -0.67 -1.53 6.39 0.36
H -2.33 -1.04 5.88 0.30
H -0.96 0.16 5.88 0.31
```

Calculated values
F_max in hartree/bohr: 0.0849
Highest occupied orbital energy (alpha / beta) in eV: -4.553 / -5.550
Energy above the lowest of the compared OMol25 structures with the same formula, charge and spin in kcal per mole: 19.3
E in eV: -121943.03287
Kohn-Sham gap (alpha / beta) in eV: 4.742 / 5.836
M in g mol⁻¹: 680.118



(2)
This record from OMol25 describes C36H41ClHgN11O5SSe2Te2 as an isolated structure. The level of theory is ωB97M-V with the def2-TZVPD basis set.

```
100
Properties=species:S:1:pos:R:3:lowdin_spin:R:1
Hg 2.00 1.44 0.13 0.01
C -3.24 -0.34 -4.14 0.00
C -1.84 0.18 -3.91 0.00
C -1.60 1.55 -3.82 0.00
C -0.33 2.03 -3.56 0.00
C 0.73 1.15 -3.40 0.00
C 0.50 -0.22 -3.48 0.00
C -0.78 -0.69 -3.74 0.00
S 2.42 1.69 -3.08 0.00
O 3.01 1.91 -4.39 0.00
O 2.95 0.58 -2.30 0.00
N 2.36 2.92 -2.11 0.00
C 1.93 4.17 -2.49 0.00
C 1.85 4.65 -3.82 0.00
C 1.35 5.91 -4.05 0.00
C 0.95 6.71 -2.99 0.00
C 1.09 6.18 -1.72 0.00
N 1.57 4.96 -1.47 0.00
H -3.76 0.25 -4.89 0.00
H -3.82 -0.30 -3.22 0.00
H -3.22 -1.38 -4.47 0.00
H -2.42 2.24 -3.92 0.00
H -0.18 3.09 -3.45 0.00
H 1.33 -0.90 -3.31 0.00
H -0.95 -1.76 -3.79 0.00
H 2.19 4.02 -4.63 0.00
H 1.28 6.27 -5.07 0.00
H 0.54 7.70 -3.14 0.00
H 0.79 6.75 -0.85 0.00
N 3.89 5.17 0.34 0.00
C 4.82 4.18 0.29 0.01
N 6.09 4.57 0.07 0.06
C 6.94 3.55 0.02 0.02
N 8.27 3.89 -0.19 0.00
N 6.67 2.27 0.16 0.06
C 5.36 1.99 0.39 0.12
N 4.40 2.93 0.46 0.07
C 4.98 0.63 0.55 0.18
C 5.94 -0.41 0.43 0.03
C 5.59 -1.71 0.63 0.11
C 4.24 -2.01 0.96 0.11
C 3.35 -0.98 1.03 0.03
N 3.66 0.32 0.85 0.19
H 4.19 6.05 -0.03 0.00
H 2.94 4.89 0.16 0.00
H 8.38 4.77 -0.66 0.00
H 8.81 3.13 -0.58 0.00
H 6.95 -0.12 0.17 0.00
H 6.33 -2.50 0.52 0.01
H 3.90 -3.03 1.13 0.01
H 2.31 -1.18 1.24 0.00
Se 0.95 1.93 2.92 0.00
Te -1.13 1.60 4.26 0.00
Te -0.66 5.61 2.44 0.00
Se 0.64 3.79 1.43 0.00
O 0.01 1.95 -0.39 0.00
O -0.53 3.14 0.24 0.00
C -6.11 -2.00 3.26 0.00
C -4.63 -1.61 3.07 0.00
C -4.11 -1.14 4.43 0.00
C -4.57 -0.43 2.10 0.00
C -3.80 -2.83 2.56 0.00
O -3.93 -3.90 3.53 0.00
C -4.29 -3.36 1.20 0.00
C -3.89 -4.80 0.83 0.00
C -2.42 -5.07 0.59 0.00
C -1.73 -5.97 1.39 0.00
C -0.37 -6.19 1.21 0.00
C 0.30 -5.50 0.22 0.00
Cl 2.01 -5.76 0.00 0.00
C -0.37 -4.61 -0.60 0.00
C -1.73 -4.41 -0.42 0.00
C -2.27 -2.60 2.64 0.00
N -1.60 -1.78 1.63 0.00
C -0.31 -1.42 1.68 0.00
N 0.03 -0.77 0.59 0.00
C -1.12 -0.74 -0.12 0.00
N -2.13 -1.35 0.46 0.00
H -6.66 -1.11 3.57 0.00
H -6.25 -2.73 4.06 0.00
H -6.58 -2.38 2.35 0.00
H -4.87 -0.52 4.92 0.00
H -3.21 -0.53 4.33 0.00
H -3.89 -1.98 5.09 0.00
H -5.19 0.38 2.50 0.00
H -4.95 -0.69 1.11 0.00
H -3.56 -0.04 1.99 0.00
H -4.87 -4.09 3.63 0.00
H -3.95 -2.67 0.42 0.00
H -5.38 -3.33 1.19 0.00
H -4.44 -5.06 -0.08 0.00
H -4.24 -5.48 1.61 0.00
H -2.25 -6.48 2.19 0.00
H 0.17 -6.88 1.85 0.00
H 0.18 -4.06 -1.36 0.00
H -2.24 -3.69 -1.04 0.00
H -1.83 -3.60 2.61 0.00
H -2.03 -2.16 3.60 0.00
H 0.31 -1.60 2.55 0.00
H -1.21 -0.23 -1.06 0.00
```

Calculated values
F_max in hartree/bohr: 0.0128
Highest occupied orbital energy (alpha / beta) in eV: -0.669 / -1.746
Energy above the lowest of the compared OMol25 structures with the same formula, charge and spin in kcal per mole: 19.8
Spin multiplicity: 2
Total charge: -2
E in eV: -237438.07503
Kohn-Sham gap (alpha / beta) in eV: 4.107 / 5.184
M in g mol⁻¹: 1389.026



(3)
This record from OMol25 describes C36H41F3IrN5O4 as an isolated structure. The level of theory is ωB97M-V with the def2-TZVPD basis set.

```
90
Properties=species:S:1:pos:R:3:lowdin_spin:R:1
Ir 0.88 -0.15 -0.26 -0.01
O 7.78 -1.41 -0.25 0.00
C 7.33 -0.10 0.00 0.00
C 5.84 -0.12 0.19 0.00
C 5.17 0.97 0.73 0.00
C 3.80 0.92 0.83 0.00
N 3.07 -0.12 0.43 -0.01
C 3.72 -1.20 -0.01 0.00
C 5.10 -1.24 -0.15 0.00
C 2.91 -2.37 -0.35 0.00
C 3.29 -3.64 0.01 0.00
C 2.46 -4.71 -0.30 0.00
C 2.90 -6.11 0.06 0.00
O 4.05 -6.49 -0.69 0.00
C 1.33 -4.45 -1.05 0.00
C 1.03 -3.15 -1.40 0.00
N 1.77 -2.11 -1.01 -0.01
H 8.73 -1.39 -0.44 0.00
H 7.56 0.57 -0.84 0.00
H 7.80 0.33 0.89 0.00
H 5.70 1.85 1.06 0.00
H 3.25 1.76 1.25 0.00
H 5.59 -2.12 -0.53 0.00
H 4.21 -3.80 0.56 0.00
H 2.08 -6.82 -0.09 0.00
H 3.20 -6.16 1.10 0.00
H 3.86 -6.45 -1.63 0.00
H 0.67 -5.25 -1.37 0.00
H 0.17 -2.92 -2.01 0.00
F 2.82 1.58 -1.60 0.00
C 1.62 1.72 -1.00 0.00
F 1.80 2.58 0.02 0.00
F 0.86 2.37 -1.88 0.01
C -4.10 -3.11 -1.33 0.00
N -2.97 -2.71 -0.49 0.00
C -2.86 -3.08 0.81 0.00
C -1.81 -2.74 1.58 0.00
C -0.82 -1.90 0.97 0.00
O 0.21 -1.45 1.55 0.01
N -0.96 -1.52 -0.31 0.03
C -1.98 -1.93 -1.12 0.00
O -2.06 -1.69 -2.31 0.01
H -4.87 -3.55 -0.70 0.00
H -3.78 -3.84 -2.07 0.00
H -4.49 -2.25 -1.86 0.00
H -3.68 -3.68 1.20 0.00
H -1.70 -3.05 2.60 0.00
C -4.55 3.41 -2.73 -0.01
C -3.34 2.52 -2.64 0.01
C -2.76 1.99 -3.80 0.18
C -1.65 1.15 -3.75 -0.01
C -1.06 0.53 -4.99 -0.01
C -1.10 0.88 -2.52 0.16
C -1.59 1.45 -1.30 0.05
C -2.78 2.23 -1.42 0.11
N -0.92 1.24 -0.15 0.41
C -1.31 1.83 1.16 0.03
C -2.65 1.23 1.65 0.02
C -3.03 1.83 3.01 0.00
C -1.95 1.49 4.05 0.00
C -0.62 2.08 3.58 0.00
C -0.73 3.60 3.49 0.00
C -1.80 3.95 2.45 0.00
C -3.15 3.36 2.88 0.00
C -1.39 3.38 1.09 0.02
C -0.25 1.50 2.21 0.00
H -4.97 3.41 -3.73 0.00
H -4.30 4.44 -2.46 0.00
H -5.33 3.08 -2.04 0.00
H -3.19 2.23 -4.77 0.01
H -1.54 0.91 -5.89 0.00
H -1.19 -0.55 -4.94 0.00
H 0.01 0.74 -5.05 0.00
H -0.25 0.22 -2.47 0.00
H -3.26 2.64 -0.54 0.00
H -2.52 0.14 1.75 0.00
H -3.45 1.40 0.93 0.00
H -3.98 1.41 3.32 0.00
H -1.87 0.41 4.17 0.00
H -2.23 1.92 5.01 0.00
H 0.17 1.81 4.29 0.00
H 0.24 4.03 3.19 0.00
H -0.99 4.02 4.46 0.00
H -1.88 5.03 2.37 0.00
H -3.92 3.61 2.15 0.00
H -3.45 3.78 3.84 0.00
H -0.41 3.76 0.79 0.00
H -2.10 3.71 0.33 0.00
H -0.15 0.42 2.31 0.00
H 0.71 1.91 1.89 0.00
```

Calculated values
F_max in hartree/bohr: 0.0477
Highest occupied orbital energy (alpha / beta) in eV: -10.457 / -11.076
Spin multiplicity: 2
Total charge: +1
E in eV: -64624.06913
Kohn-Sham gap (alpha / beta) in eV: 6.758 / 7.109
M in g mol⁻¹: 856.966